Molecular formula: C4H7NO
Method: DFT, ωB97M-V/def2-TZVPD

```
13
Properties=species:S:1:pos:R:3:nbo_charge:R:1
O -0.95730 -0.80994 2.72818 -0.504
C -0.72555 -0.17933 1.72798 0.428
C -0.49884 -0.83881 0.37658 -0.337
N 0.23272 0.03681 -0.54487 -0.273
C 1.55331 -0.06525 -0.70689 -0.311
C -0.41526 1.03641 -1.17061 -0.367
H -0.68563 0.92860 1.71933 0.126
H -1.48292 -1.04468 -0.06464 0.245
H 0.02696 -1.78878 0.50669 0.236
H 1.94729 0.24237 -1.66205 0.197
H 2.20602 -0.30793 0.11835 0.183
H 0.14886 1.94013 -1.34738 0.195
H -1.34966 0.85041 -1.68067 0.182
```

Kohn-Sham gap (spin up / spin down) in eV: 7.87 / 7.88
E_HOMO (spin up / spin down) in eV: -7.38 / -7.38
Relative energy (zero: lowest compared OMol25 entry of this formula, charge and spin) in kcal per mole: 90.60

---

Molecular formula: C2H8NOS
Method: DFT, ωB97M-V/def2-TZVPD

```
13
Properties=species:S:1:pos:R:3:nbo_charge:R:1
C -1.21073 -1.75089 0.25401 -0.732
S 0.33630 -2.25193 -0.66325 -0.715
H -1.24082 -2.39556 1.14259 0.184
H -2.05784 -1.91098 -0.39618 0.181
H -1.17902 -0.71511 0.62124 0.166
N 0.46353 1.46340 -1.08755 -0.877
C 0.82150 1.40711 0.33844 0.112
O 1.73996 0.39411 0.56530 -0.765
H -0.40773 1.99673 -1.19765 0.328
H 0.21037 0.52193 -1.40919 0.385
H -0.07329 1.33339 0.97270 0.105
H 1.32450 2.34664 0.58733 0.131
H 1.27326 -0.43885 0.27220 0.497
```

Kohn-Sham gap in eV: 6.82
E_HOMO in eV: -2.74
Total charge: -1
Relative energy (zero: lowest compared OMol25 entry of this formula, charge and spin) in kcal per mole: 11.81

---

Molecular formula: C3H10N2
Method: DFT, ωB97M-V/def2-TZVPD

```
15
Properties=species:S:1:pos:R:3:nbo_charge:R:1
C 2.93583 0.87116 1.83383 -0.462
N 3.05221 0.82959 3.17937 -0.852
H 3.81429 0.67109 1.30447 0.129
H 1.96244 1.14820 1.44618 0.122
H 2.10119 0.84086 3.69076 0.282
C -2.18941 -0.78649 -2.12239 -0.426
N -1.27745 -1.15441 -0.94948 -0.665
C -0.81177 0.06007 -0.15234 -0.559
H -3.20331 -0.75858 -1.78052 0.173
H -1.90996 0.27625 -2.32438 0.171
H -2.14146 -1.48268 -2.86176 0.184
H -0.48211 -1.69599 -1.36489 0.344
H 0.18165 0.35887 -0.52613 0.178
H -0.53556 -0.06669 0.95284 0.211
H -1.49659 0.88876 -0.32558 0.172
```

Kohn-Sham gap (spin up / spin down) in eV: 2.46 / 7.18
E_HOMO (spin up / spin down) in eV: 1.13 / -3.75
Total charge: -1
Expectation value of S²: 0.7534
2S+1: 2
Relative energy (zero: lowest compared OMol25 entry of this formula, charge and spin) in kcal per mole: 55.01

---

Molecular formula: C8H19ClN2O5PS
Method: DFT, ωB97M-V/def2-TZVPD

```
37
Properties=species:S:1:pos:R:3:nbo_charge:R:1
C -1.03617 1.34005 -1.91061 -0.262
O -1.86942 0.75390 -0.92478 -0.535
C -1.44119 0.89793 0.40397 -0.049
C 0.06964 0.82658 0.62471 -0.443
C 0.36216 0.29584 2.03259 -0.412
C 1.86573 0.23418 2.32670 -0.568
S 2.49101 1.40556 3.56010 0.835
O 1.24261 1.71018 4.52621 -0.634
N 0.48202 3.03532 4.26487 0.445
O -0.47928 3.03327 4.84612 -0.084
P 3.07084 3.33353 2.51546 1.067
O 1.75602 3.61451 1.64134 -0.985
Cl 4.18965 2.35434 1.17294 -0.216
H -0.22219 0.66940 -2.18695 0.178
H -1.65169 1.48107 -2.79430 0.209
H -0.65790 2.31510 -1.60614 0.168
H -1.89284 0.06772 0.95052 0.183
H -1.84131 1.81501 0.85041 0.164
H 0.51455 1.81405 0.51387 0.210
H 0.52695 0.13681 -0.08342 0.223
H -0.18798 0.86525 2.77735 0.209
H -0.01923 -0.72229 2.08875 0.238
H 2.43394 0.43730 1.42257 0.268
H 2.16671 -0.73333 2.71621 0.269
H 1.55043 4.55744 1.67708 0.529
C -0.33261 -3.57763 -3.89521 -0.722
C 0.11214 -3.23474 -2.49402 0.678
O 1.25308 -3.42175 -2.10466 -0.636
N -0.81333 -2.68927 -1.65968 -0.620
C -2.20642 -2.34968 -1.90494 -0.426
H 0.51492 -3.99532 -4.42796 0.249
H -1.13892 -4.31112 -3.87811 0.232
H -0.68146 -2.68849 -4.42140 0.226
H -0.44466 -2.50125 -0.74205 0.384
H -2.33263 -1.28010 -1.74608 0.220
H -2.84964 -2.89508 -1.21242 0.198
H -2.50354 -2.59427 -2.91903 0.214
```

Kohn-Sham gap in eV: 6.26
E_HOMO in eV: -11.32
Total charge: +1

---

Molecular formula: C2BrN2O2
Method: DFT, ωB97M-V/def2-TZVPD

```
7
Properties=species:S:1:pos:R:3:nbo_charge:R:1
O 1.45545 -0.70123 -0.05971 -0.680
C 0.34802 -0.64033 -0.68686 0.688
O 0.02656 -1.27530 -1.68727 -0.695
C -0.35829 0.36999 0.17633 -0.036
Br -1.61415 1.66996 -0.53066 -0.056
N -0.45751 -0.01288 1.52741 -0.213
N 0.59992 0.58979 1.26074 -0.008
```

Kohn-Sham gap in eV: 7.92
E_HOMO in eV: -4.62
Total charge: -1
SMILES: O=C([O-])C1(Br)N=N1
Relative energy (zero: lowest compared OMol25 entry of this formula, charge and spin) in kcal per mole: 20.53

---

Molecular formula: C8H13N2O
Method: DFT, ωB97M-V/def2-TZVPD

```
24
Properties=species:S:1:pos:R:3:nbo_charge:R:1
C 0.15451 -2.17118 -1.38764 -0.430
N 0.58679 -1.10105 -0.48640 -0.355
C 2.01983 -0.84483 -0.51254 -0.284
C 2.50611 0.28078 0.39763 -0.166
C 1.76404 1.21872 0.91776 -0.236
C 0.29446 1.22990 0.64333 0.261
N -0.52598 1.81851 1.33706 -0.341
C -1.92581 1.77383 1.28539 -0.285
C -2.54718 0.70959 0.29244 -0.089
O -1.59121 -0.28890 -0.11030 -0.563
C -0.27802 0.15108 -0.59847 0.193
H 0.18344 -1.89837 -2.43274 0.241
H 0.58588 -3.07703 -1.12444 0.238
H -0.85748 -2.38771 -1.28720 0.256
H 0.38136 -1.31027 0.47311 0.445
H 2.33662 -0.71776 -1.60929 0.247
H 2.61041 -1.68965 -0.14096 0.257
H 3.65300 0.35128 0.49090 0.256
H 2.14319 1.71957 1.76232 0.257
H -2.37794 2.77395 1.09492 0.244
H -2.30420 1.57527 2.26644 0.229
H -3.32560 0.22444 0.91207 0.225
H -2.99110 1.21885 -0.61461 0.189
H -0.49513 0.44099 -1.56875 0.213
```

Kohn-Sham gap in eV: 9.66
E_HOMO in eV: -12.78
Total charge: +1
SMILES: C[N@H+]1CC=CC2=NCCO[C@@H]21
Relative energy (zero: lowest compared OMol25 entry of this formula, charge and spin) in kcal per mole: 73.87

---

| no. | E (Ha) |
| --- | --- |
| 1 | -286.4873 |
| 2 | -609.2052 |
| 3 | -229.6693 |
| 4 | -2001.3191 |
| 5 | -2910.2046 |
| 6 | -497.0331 |